Entry 1:
{"formula": "C60H58NO2P2SScSi", "method": "the ωB97M-V functional and the def2-TZVPD basis", "energy_ha": -4657.25082, "homo_lumo_gap_ev": 7.821, "lumo_ev": -4.595, "e_above_lowest_kj_mol": 76.47, "e_homo_ev": -12.42, "charge": 2, "symbols": ["Sc", "O", "S", "C", "C", "C", "C", "C", "C", "C", "C", "C", "C", "P", "C", "C", "C", "C", "C", "C", "C", "C", "C", "C", "C", "C", "C", "C", "C", "C", "C", "C", "C", "C", "C", "C", "C", "C", "P", "C", "C", "C", "C", "C", "C", "C", "C", "C", "C", "C", "C", "C", "C", "H", "H", "H", "H", "H", "H", "H", "H", "H", "H", "H", "H", "H", "H", "H", "H", "H", "H", "H", "H", "H", "H", "H", "H", "H", "H", "H", "H", "H", "H", "H", "H", "H", "H", "H", "H", "C", "N", "C", "C", "C", "C", "C", "C", "C", "C", "H", "H", "H", "H", "H", "H", "H", "H", "H", "H", "H", "H", "H", "C", "Si", "C", "C", "O", "H", "H", "H", "H", "H", "H", "H", "H", "H"], "positions_angstrom": [[-0.53, -0.43, -0.09], [1.49, -0.32, -0.32], [1.78, 1.10, 0.15], [2.65, 1.94, -1.20], [3.48, 2.95, -0.73], [4.28, 3.74, -1.55], [4.23, 3.52, -2.90], [4.97, 4.16, -4.03], [4.30, 3.60, -5.30], [3.28, 2.63, -4.81], [2.36, 1.87, -5.49], [1.48, 1.10, -4.74], [1.48, 1.03, -3.35], [0.14, -0.04, -2.68], [0.63, -1.69, -3.31], [1.73, -1.94, -4.12], [1.97, -3.22, -4.60], [1.12, -4.26, -4.27], [0.05, -4.04, -3.42], [-0.19, -2.76, -2.93], [-1.23, 0.43, -3.82], [-2.04, -0.49, -4.46], [-3.10, -0.04, -5.23], [-3.37, 1.31, -5.35], [-2.56, 2.23, -4.70], [-1.51, 1.80, -3.93], [2.43, 1.78, -2.60], [3.29, 2.59, -3.40], [3.11, 0.89, 1.36], [4.43, 0.77, 1.00], [5.48, 0.86, 1.93], [5.18, 1.19, 3.22], [6.03, 1.48, 4.42], [5.04, 1.85, 5.54], [3.68, 1.57, 4.97], [2.43, 1.56, 5.52], [1.36, 1.13, 4.71], [1.48, 0.87, 3.36], [0.16, -0.10, 2.52], [0.79, -1.72, 3.14], [0.59, -2.15, 4.45], [1.17, -3.33, 4.88], [1.94, -4.09, 4.02], [2.12, -3.68, 2.71], [1.56, -2.49, 2.27], [-1.37, 0.12, 3.50], [-2.23, -0.97, 3.52], [-3.45, -0.90, 4.17], [-3.82, 0.28, 4.79], [-2.99, 1.38, 4.76], [-1.76, 1.31, 4.11], [2.75, 1.02, 2.73], [3.82, 1.26, 3.60], [3.51, 3.12, 0.33], [4.92, 4.49, -1.12], [6.03, 3.89, -3.98], [4.90, 5.24, -3.97], [5.02, 3.10, -5.95], [3.84, 4.39, -5.89], [2.29, 1.89, -6.57], [0.73, 0.53, -5.28], [2.41, -1.14, -4.37], [2.82, -3.39, -5.24], [1.30, -5.25, -4.66], [-0.60, -4.85, -3.14], [-1.03, -2.59, -2.26], [-1.83, -1.54, -4.40], [-3.72, -0.76, -5.76], [-4.18, 1.65, -5.97], [-2.76, 3.29, -4.80], [-0.88, 2.51, -3.42], [4.68, 0.64, -0.04], [6.50, 0.72, 1.60], [6.75, 2.27, 4.22], [6.60, 0.59, 4.70], [5.12, 2.90, 5.81], [5.21, 1.28, 6.46], [2.25, 1.79, 6.56], [0.41, 0.98, 5.20], [-0.03, -1.58, 5.12], [1.03, -3.64, 5.90], [2.38, -5.01, 4.36], [2.69, -4.29, 2.02], [1.72, -2.16, 1.25], [-1.93, -1.89, 3.02], [-4.09, -1.76, 4.20], [-4.77, 0.34, 5.30], [-3.28, 2.30, 5.25], [-1.13, 2.18, 4.09], [-6.23, -0.77, -0.48], [-4.92, -0.09, -0.46], [-4.46, 0.12, 0.92], [-3.89, -0.78, -1.32], [-3.35, -2.05, -0.71], [-4.09, -3.22, -0.85], [-3.66, -4.40, -0.27], [-2.48, -4.40, 0.44], [-1.71, -3.25, 0.52], [-2.09, -2.02, -0.05], [-6.95, -0.18, 0.09], [-6.15, -1.76, -0.04], [-6.60, -0.87, -1.50], [-5.03, 0.84, -0.88], [-4.34, -0.84, 1.42], [-5.18, 0.72, 1.46], [-3.49, 0.63, 0.90], [-3.06, -0.06, -1.45], [-4.35, -0.97, -2.29], [-5.01, -3.22, -1.43], [-4.24, -5.30, -0.37], [-2.14, -5.30, 0.92], [-0.77, -3.31, 1.07], [-0.36, 3.87, -0.87], [-1.79, 2.82, -0.13], [-3.39, 2.97, -1.20], [-2.20, 3.60, 1.56], [-1.41, 1.27, -0.01], [-0.61, 4.92, -0.84], [-0.14, 3.62, -1.90], [0.55, 3.73, -0.30], [-3.47, 3.98, -1.60], [-4.28, 2.81, -0.60], [-3.40, 2.29, -2.04], [-2.62, 4.59, 1.43], [-1.31, 3.71, 2.17], [-2.92, 3.02, 2.13]], "lowdin_charge": [0.6845, -0.6400, 1.0318, -0.2914, -0.0861, 0.0154, -0.1348, -0.0869, -0.0873, -0.1352, 0.0182, -0.0842, -0.2725, 1.1095, -0.3377, -0.0657, -0.0547, -0.0587, -0.0589, -0.1197, -0.3592, -0.0795, -0.0688, -0.0653, -0.0703, -0.1129, -0.1066, -0.0635, -0.2986, -0.0457, 0.0190, -0.1244, -0.0837, -0.0864, -0.1332, 0.0172, -0.0606, -0.2618, 1.0989, -0.3461, -0.0761, -0.0532, -0.0595, -0.0627, -0.1081, -0.3580, -0.1126, -0.0735, -0.0640, -0.0613, -0.1069, -0.1493, -0.0741, 0.1182, 0.1265, 0.1323, 0.1307, 0.1308, 0.1316, 0.1279, 0.1181, 0.0993, 0.1134, 0.1128, 0.1119, 0.0757, 0.1011, 0.1112, 0.1103, 0.1161, 0.0882, 0.1272, 0.1256, 0.1295, 0.1325, 0.1319, 0.1290, 0.1249, 0.0969, 0.1108, 0.1126, 0.1127, 0.1124, 0.0877, 0.0991, 0.1152, 0.1119, 0.1163, 0.1031, 0.0124, -0.1629, 0.0021, -0.0890, -0.2710, -0.0494, -0.0567, -0.0644, -0.1299, -0.1859, 0.1132, 0.1030, 0.1147, 0.1561, 0.1020, 0.1186, 0.0783, 0.0975, 0.1376, 0.1139, 0.1134, 0.1116, 0.0800, -0.1338, 0.3418, -0.1390, -0.1469, -0.4531, 0.0413, 0.0073, 0.0101, 0.0407, 0.0184, 0.0020, 0.0379, 0.0243, 0.0132]}


Entry 2:
{"formula": "C60H61As2Br2N6SiZr", "method": "the ωB97M-V functional and the def2-TZVPD basis", "energy_ha": -12606.82930, "homo_lumo_gap_ev": 6.560, "lumo_ev": -8.577, "e_homo_ev": -15.14, "charge": 3, "symbols": ["Zr", "N", "C", "N", "C", "N", "N", "C", "C", "C", "C", "C", "C", "N", "C", "C", "C", "C", "C", "C", "H", "H", "H", "H", "H", "H", "H", "H", "H", "H", "H", "C", "Si", "C", "N", "C", "C", "C", "C", "C", "C", "C", "C", "C", "C", "C", "C", "C", "C", "C", "C", "C", "H", "H", "H", "H", "H", "H", "H", "H", "H", "H", "H", "H", "H", "H", "H", "H", "H", "H", "H", "H", "H", "H", "H", "H", "Br", "C", "Br", "H", "H", "C", "C", "As", "C", "C", "C", "C", "C", "C", "C", "C", "C", "C", "C", "C", "As", "C", "C", "C", "C", "C", "C", "C", "C", "C", "C", "C", "C", "H", "H", "H", "H", "H", "H", "H", "H", "H", "H", "H", "H", "H", "H", "H", "H", "H", "H", "H", "H", "H", "H", "H", "H"], "positions_angstrom": [[-0.21, -0.14, 0.18], [-1.24, 2.06, 4.70], [-1.41, 1.28, 3.63], [-0.80, 1.43, 2.48], [0.08, 2.48, 2.37], [0.66, 2.79, 1.25], [0.31, 2.13, 0.10], [0.52, 2.89, -0.94], [0.04, 2.59, -2.26], [0.14, 3.58, -3.24], [-0.38, 3.35, -4.50], [-0.98, 2.12, -4.73], [-1.02, 1.19, -3.70], [-0.54, 1.39, -2.48], [0.34, 3.36, 3.49], [1.19, 4.46, 3.42], [1.38, 5.27, 4.52], [0.70, 5.01, 5.71], [-0.17, 3.94, 5.80], [-0.36, 3.12, 4.69], [-1.78, 1.89, 5.55], [-2.11, 0.47, 3.75], [0.96, 3.87, -0.77], [0.62, 4.52, -3.00], [-0.33, 4.10, -5.27], [-1.40, 1.87, -5.70], [-1.48, 0.22, -3.89], [1.69, 4.67, 2.48], [2.04, 6.12, 4.46], [0.85, 5.65, 6.57], [-0.72, 3.75, 6.71], [-0.77, -1.64, 1.70], [-2.58, -2.18, 1.47], [-3.30, -0.40, 1.15], [-2.63, 0.31, 0.03], [-3.19, -0.21, -1.23], [-4.70, -0.01, -1.43], [-5.17, 1.34, -0.87], [-3.99, 2.30, -0.85], [-2.90, 1.79, 0.10], [-3.11, -3.29, 0.02], [-2.26, -4.04, -0.79], [-2.76, -4.91, -1.74], [-4.12, -5.06, -1.90], [-4.99, -4.33, -1.10], [-4.49, -3.46, -0.16], [-3.32, -2.96, 3.02], [-3.65, -4.32, 3.03], [-4.16, -4.92, 4.17], [-4.33, -4.18, 5.33], [-4.01, -2.83, 5.34], [-3.51, -2.24, 4.19], [-0.13, -2.52, 1.86], [-0.76, -1.13, 2.67], [-3.15, 0.18, 2.06], [-4.38, -0.43, 1.00], [-2.99, -1.29, -1.29], [-2.66, 0.29, -2.05], [-5.26, -0.83, -0.98], [-4.89, -0.05, -2.50], [-5.57, 1.24, 0.14], [-5.97, 1.75, -1.49], [-4.32, 3.28, -0.49], [-3.60, 2.43, -1.86], [-3.20, 2.03, 1.13], [-1.98, 2.34, -0.11], [-1.18, -3.97, -0.65], [-2.08, -5.50, -2.35], [-4.52, -5.76, -2.62], [-6.06, -4.45, -1.21], [-5.17, -2.92, 0.48], [-3.52, -4.90, 2.13], [-4.41, -5.97, 4.15], [-4.72, -4.65, 6.22], [-4.16, -2.25, 6.23], [-3.29, -1.18, 4.21], [2.02, -0.10, -1.90], [1.11, -1.26, -3.15], [-0.55, -1.83, -2.32], [1.74, -2.13, -3.34], [0.89, -0.70, -4.06], [3.49, -2.16, 0.46], [3.44, -1.38, 1.77], [2.22, 0.20, 1.71], [2.38, 0.41, 3.68], [1.34, 0.03, 4.52], [1.47, 0.11, 5.90], [2.66, 0.56, 6.45], [3.73, 0.87, 5.63], [3.60, 0.79, 4.25], [3.53, 1.58, 1.16], [3.63, 2.75, 1.90], [4.53, 3.74, 1.55], [5.34, 3.58, 0.44], [5.25, 2.43, -0.31], [4.35, 1.43, 0.04], [1.69, -2.85, 0.00], [2.30, -3.91, -1.56], [3.34, -3.48, -2.38], [3.77, -4.25, -3.45], [3.16, -5.46, -3.71], [2.12, -5.91, -2.91], [1.70, -5.14, -1.84], [1.66, -4.36, 1.31], [0.43, -4.96, 1.60], [0.33, -5.99, 2.52], [1.47, -6.45, 3.17], [2.69, -5.88, 2.88], [2.79, -4.85, 1.96], [4.19, -2.99, 0.53], [3.86, -1.51, -0.33], [4.43, -1.03, 2.06], [3.07, -2.04, 2.57], [0.42, -0.36, 4.09], [0.65, -0.19, 6.53], [2.76, 0.63, 7.52], [4.67, 1.17, 6.06], [4.45, 1.02, 3.62], [3.02, 2.86, 2.79], [4.61, 4.63, 2.16], [6.05, 4.35, 0.17], [5.89, 2.28, -1.17], [4.33, 0.53, -0.55], [3.84, -2.54, -2.19], [4.59, -3.90, -4.06], [3.50, -6.07, -4.54], [1.66, -6.86, -3.11], [0.90, -5.49, -1.19], [-0.47, -4.62, 1.10], [-0.63, -6.43, 2.72], [1.40, -7.25, 3.89], [3.58, -6.23, 3.37], [3.78, -4.45, 1.74]], "lowdin_charge": [1.3217, 0.1651, -0.1502, 0.1014, -0.3252, 0.0278, -0.1551, -0.0572, -0.2997, 0.0314, 0.0026, 0.0041, -0.1681, 0.0173, -0.0835, -0.0093, -0.0268, -0.0185, 0.0169, -0.1669, 0.1828, 0.1129, 0.1537, 0.1304, 0.1317, 0.1274, 0.0832, 0.1084, 0.1215, 0.1267, 0.1268, -0.4211, 0.6746, -0.2164, -0.2637, -0.2451, -0.1414, -0.1677, -0.1581, -0.1748, -0.2909, -0.1900, -0.0657, -0.0440, -0.0438, -0.1075, -0.2415, -0.0908, -0.0547, -0.0509, -0.0691, -0.1042, -0.0403, -0.0189, 0.0533, 0.0924, 0.0550, 0.0636, 0.0995, 0.1278, 0.1156, 0.1238, 0.1270, 0.1136, 0.1189, 0.0838, 0.0309, 0.1115, 0.1176, 0.1192, 0.1129, 0.1001, 0.1158, 0.1171, 0.1098, 0.0707, 0.8081, -0.8206, 0.8210, 0.0045, 0.0276, -0.4587, -0.3873, 1.2757, -0.3519, -0.1309, -0.0684, -0.0486, -0.0400, -0.0976, -0.3697, -0.1448, -0.0490, -0.0488, -0.0593, -0.1414, 1.2285, -0.3849, -0.1610, -0.0593, -0.0479, -0.0496, -0.0997, -0.3483, -0.1380, -0.0558, -0.0485, -0.0514, -0.0919, 0.0794, 0.0055, 0.0959, 0.0764, 0.0669, 0.1123, 0.1178, 0.1204, 0.1107, 0.0752, 0.1174, 0.1193, 0.1163, 0.0432, 0.0836, 0.1177, 0.1189, 0.1169, 0.0973, 0.0641, 0.1121, 0.1192, 0.1181, 0.0965]}


Entry 3:
{"formula": "C60H65N5O2PS3SbV", "method": "the ωB97M-V functional and the def2-TZVPD basis", "multiplicity": 2, "energy_ha": -5469.39028, "homo_lumo_gap_ev": [6.592, 6.349], "lumo_ev": [-5.317, -5.561], "e_above_lowest_kj_mol": 0.00, "e_homo_ev": [-11.91, -11.91], "charge": 2, "s_squared": 0.792, "symbols": ["V", "O", "C", "C", "C", "C", "C", "C", "C", "P", "C", "C", "C", "C", "C", "C", "C", "C", "C", "C", "C", "C", "H", "H", "H", "H", "H", "H", "H", "H", "H", "H", "H", "H", "H", "H", "C", "N", "C", "C", "C", "C", "C", "C", "C", "C", "H", "H", "H", "H", "H", "H", "H", "H", "H", "H", "H", "H", "C", "C", "O", "C", "C", "C", "C", "C", "C", "H", "H", "H", "H", "H", "H", "H", "H", "C", "C", "N", "C", "S", "N", "C", "C", "H", "H", "H", "H", "H", "H", "H", "H", "H", "H", "H", "H", "N", "C", "N", "S", "H", "H", "H", "H", "S", "Sb", "C", "C", "C", "C", "C", "C", "C", "C", "C", "C", "C", "C", "C", "C", "C", "C", "C", "C", "H", "H", "H", "H", "H", "H", "H", "H", "H", "H", "H", "H", "H", "H", "H"], "positions_angstrom": [[0.66, -1.43, -0.06], [0.44, 0.09, -1.50], [0.57, -1.01, -1.96], [0.71, -1.65, -3.25], [0.50, -1.06, -4.49], [0.63, -1.86, -5.62], [0.94, -3.21, -5.48], [1.15, -3.80, -4.24], [1.04, -3.01, -3.10], [1.30, -3.51, -1.34], [3.02, -4.07, -1.28], [3.92, -3.88, -2.33], [5.23, -4.32, -2.21], [5.65, -4.95, -1.05], [4.75, -5.16, -0.01], [3.44, -4.73, -0.12], [0.38, -5.08, -1.18], [-0.82, -5.18, -0.50], [-1.51, -6.38, -0.47], [-1.00, -7.49, -1.12], [0.22, -7.41, -1.79], [0.91, -6.21, -1.81], [0.24, -0.02, -4.56], [0.47, -1.44, -6.60], [1.02, -3.83, -6.37], [1.39, -4.85, -4.17], [3.61, -3.40, -3.25], [5.92, -4.17, -3.03], [6.67, -5.29, -0.96], [5.07, -5.67, 0.89], [2.75, -4.90, 0.69], [-1.23, -4.33, 0.03], [-2.44, -6.45, 0.07], [-1.54, -8.43, -1.09], [0.63, -8.28, -2.27], [1.88, -6.17, -2.30], [3.39, -0.40, -1.70], [2.85, -0.52, -0.34], [2.74, 0.86, 0.19], [3.84, -1.29, 0.46], [3.17, -2.05, 1.56], [3.82, -2.46, 2.71], [3.15, -3.23, 3.66], [1.83, -3.60, 3.43], [1.19, -3.21, 2.26], [1.84, -2.40, 1.34], [4.39, 0.05, -1.66], [2.77, 0.25, -2.31], [3.47, -1.38, -2.17], [3.71, 1.35, 0.14], [2.40, 0.85, 1.22], [2.01, 1.42, -0.39], [4.62, -0.61, 0.83], [4.34, -1.99, -0.21], [4.85, -2.18, 2.88], [3.65, -3.53, 4.56], [1.31, -4.21, 4.16], [0.17, -3.53, 2.09], [1.52, 0.37, 3.41], [0.17, 0.09, 2.84], [0.01, -0.48, 1.76], [-1.01, 0.46, 3.65], [-2.24, -0.15, 3.41], [-3.35, 0.20, 4.16], [-3.25, 1.17, 5.15], [-2.02, 1.77, 5.40], [-0.91, 1.42, 4.67], [2.30, -0.02, 2.78], [1.59, -0.10, 4.40], [1.64, 1.45, 3.54], [-2.31, -0.91, 2.65], [-4.30, -0.28, 3.98], [-4.12, 1.44, 5.73], [-1.94, 2.52, 6.18], [0.04, 1.89, 4.88], [-5.66, -2.39, 0.66], [-4.78, -1.39, -0.08], [-4.01, -2.05, -1.14], [-2.70, -2.21, -1.19], [-1.73, -1.84, 0.20], [-2.15, -2.69, -2.31], [-2.84, -2.94, -3.57], [-3.49, -4.32, -3.62], [-6.30, -1.86, 1.36], [-5.05, -3.10, 1.22], [-6.30, -2.94, -0.02], [-4.09, -0.89, 0.58], [-5.37, -0.61, -0.57], [-4.54, -2.33, -1.95], [-1.17, -2.91, -2.26], [-2.08, -2.85, -4.35], [-3.55, -2.13, -3.75], [-2.75, -5.10, -3.46], [-3.95, -4.48, -4.59], [-4.26, -4.43, -2.86], [-3.94, 3.32, -0.62], [-3.40, 2.09, -0.53], [-3.27, 1.59, 0.72], [-2.92, 1.24, -1.88], [-4.33, 3.79, 0.18], [-4.20, 3.64, -1.54], [-3.25, 2.23, 1.49], [-2.57, 0.86, 0.79], [-0.18, 2.62, 1.03], [0.00, 4.84, 0.71], [1.67, 5.66, 1.69], [2.05, 5.09, 2.90], [3.15, 5.57, 3.58], [3.89, 6.62, 3.05], [3.51, 7.19, 1.85], [2.40, 6.71, 1.16], [0.13, 5.37, -1.32], [1.38, 5.48, -1.93], [1.46, 5.76, -3.29], [0.30, 5.91, -4.04], [-0.94, 5.77, -3.43], [-1.02, 5.50, -2.08], [-1.72, 5.77, 1.47], [-2.32, 6.87, 0.86], [-3.51, 7.37, 1.35], [-4.11, 6.78, 2.46], [-3.51, 5.69, 3.08], [-2.32, 5.18, 2.58], [1.49, 4.25, 3.31], [3.44, 5.14, 4.53], [4.75, 7.00, 3.59], [4.08, 8.02, 1.44], [2.11, 7.19, 0.24], [2.29, 5.35, -1.36], [2.43, 5.85, -3.76], [0.36, 6.13, -5.10], [-1.84, 5.88, -4.02], [-2.00, 5.37, -1.62], [-1.85, 7.34, 0.00], [-3.97, 8.23, 0.88], [-5.04, 7.18, 2.85], [-3.97, 5.24, 3.95], [-1.87, 4.31, 3.04]], "lowdin_charge": [0.6050, 0.0132, -0.4022, -0.2261, 0.0264, -0.0320, -0.0250, -0.0440, -0.2839, 1.1502, -0.3578, -0.1013, -0.0559, -0.0503, -0.0447, -0.0879, -0.3249, -0.1060, -0.0598, -0.0529, -0.0512, -0.0851, 0.1387, 0.1218, 0.1227, 0.1132, 0.1016, 0.1148, 0.1156, 0.1179, 0.1130, 0.0342, 0.1138, 0.1157, 0.1163, 0.1070, -0.0528, -0.2591, -0.0752, -0.1230, -0.2621, -0.0301, -0.0628, -0.0631, -0.1139, -0.2272, 0.1140, 0.0972, 0.0692, 0.1105, 0.0479, 0.0469, 0.1409, 0.1179, 0.1233, 0.1109, 0.1116, 0.0954, 0.0100, -0.3820, -0.1654, -0.1753, -0.0299, -0.0577, -0.0543, -0.0551, -0.0224, 0.0584, 0.1198, 0.0879, 0.0654, 0.1106, 0.1139, 0.1142, 0.1118, -0.0641, -0.2531, 0.0392, -0.6819, 0.8164, 0.0435, -0.1985, -0.0560, 0.0820, 0.0770, 0.0788, 0.0505, 0.1208, 0.1368, 0.0676, 0.1139, 0.1260, 0.0759, 0.0861, 0.0741, 0.1018, -0.9972, 0.0750, 0.5877, 0.1064, 0.0906, 0.0858, 0.0176, 0.1665, 1.2672, -0.3508, -0.1373, -0.0747, -0.0659, -0.0674, -0.1211, -0.3481, -0.1290, -0.0725, -0.0675, -0.0674, -0.1261, -0.3563, -0.1196, -0.0684, -0.0705, -0.0807, -0.1504, 0.0753, 0.1082, 0.1117, 0.1123, 0.0982, 0.0967, 0.1097, 0.1106, 0.1106, 0.0851, 0.1014, 0.1120, 0.1111, 0.1062, 0.0724]}